Entry 1:
# C8H10N2O

A single C8H10N2O molecule in a non-equilibrium geometry (wB97M-V/def2-TZVPD, the Open Molecules 2025 dataset).

Output
**Frontier orbital gap**: 9.20 eV
**HOMO energy**: -8.5 eV
**Total charge**: 0
**LUMO**: 0.74 eV
**Relative energy (zero: lowest compared OMol25 entry of this formula, charge and spin)**: 154.19 kcal per mole

Geometry as XYZ:
```
21
Properties=species:S:1:pos:R:3:forces:R:3
C 0.226 1.074 -1.507 0.8644 1.4531 -2.5405
C -0.296 -0.054 -0.762 -1.7745 -2.9055 -3.2162
C -0.425 -1.359 -1.379 1.2007 1.5089 1.4346
C -0.645 -2.361 -0.499 -4.2957 -3.8179 0.5817
C -1.193 -2.181 0.806 0.9231 2.3231 1.9472
C -1.337 -0.795 1.361 0.9898 -5.3444 -1.5589
C -0.710 0.115 0.529 -2.5751 3.5187 3.0614
C 0.559 2.009 1.121 -7.6092 4.8309 0.7120
H -0.391 1.958 -1.417 -0.7331 0.1301 -0.1423
H 0.366 0.917 -2.728 0.2820 0.1617 3.5919
H 1.033 1.407 -0.794 0.2581 0.0552 -3.0344
H -0.175 -1.744 -2.367 -0.0086 1.2268 -0.1735
H -1.059 -3.366 -0.986 1.8842 1.6069 1.1395
H -1.250 -3.048 1.533 -0.5550 0.9863 -1.2524
H -1.747 -0.726 2.396 0.5832 0.6797 -1.2066
H 0.331 3.190 1.135 1.8914 -2.3410 0.6127
H 2.652 1.986 1.032 -1.3214 -0.6786 -0.1669
H 1.285 -0.210 -0.102 1.0023 0.7490 1.0798
N -0.716 1.537 1.081 4.7241 -2.1617 -1.1683
N 1.731 1.555 0.808 2.5398 -3.2422 -0.1270
O 1.760 0.098 0.736 1.7295 1.2610 0.4263
```
Forces are in eV/Å.



Entry 2:
# C10H8O2

A single C10H8O2 molecule in a non-equilibrium geometry (wB97M-V/def2-TZVPD, the Open Molecules 2025 dataset).

Output
**Frontier orbital gap**: 8.77 eV
**HOMO energy**: -8.5 eV
**Total charge**: 0
**LUMO**: 0.25 eV
**Relative energy (zero: lowest compared OMol25 entry of this formula, charge and spin)**: 38.39 kcal per mole

Geometry as XYZ:
```
20
Properties=species:S:1:pos:R:3:forces:R:3
C 3.738 0.841 -0.124 -2.0217 1.1187 1.7491
C 2.655 -0.214 -0.113 -2.4356 3.1081 0.8837
C 1.194 0.115 0.227 0.2789 2.5778 0.6566
C 0.455 1.309 0.237 1.0930 -0.8771 -0.5586
C -0.937 0.896 0.177 0.2615 -0.3465 -0.7862
C -2.216 1.450 -0.078 0.4727 0.3396 -0.4533
C -3.275 0.591 -0.260 0.1337 -1.6360 -0.0715
C -3.168 -0.835 -0.173 2.5545 0.2498 1.0761
C -1.877 -1.404 0.073 -2.8923 0.9367 -0.0157
C -0.827 -0.499 0.152 -2.3807 -1.2853 1.0990
H 4.674 0.370 -0.249 1.0130 -0.2619 -0.5431
H 3.496 1.701 -0.792 0.3811 -0.8124 0.3107
H 3.681 1.238 0.935 0.3174 -0.1140 -1.0629
H 0.872 2.334 0.131 -0.3833 -1.0757 0.1654
H -2.370 2.523 -0.290 0.2384 -0.6310 0.4755
H -4.228 0.963 -0.537 -0.7426 0.5578 -0.0442
H -4.011 -1.511 -0.120 -0.2063 0.3152 -0.4040
H -1.807 -2.471 0.316 0.3913 0.5234 -0.4278
O 2.771 -1.344 -0.367 1.9258 -3.9558 -1.0748
O 0.383 -0.987 0.355 2.0011 1.2686 -0.9737
```
Forces are in eV/Å.



Entry 3:
# CHClO

2 unconnected molecules or ions with the total composition CHClO in a non-equilibrium geometry (wB97M-V/def2-TZVPD, the Open Molecules 2025 dataset).

Output
**Frontier orbital gap (spin up / spin down)**: 9.30 / 8.79 eV
**HOMO energy (spin up / spin down)**: -10.1 / -9.4 eV
**Total charge**: 0
**LUMO (spin up / spin down)**: -0.80 / -0.61 eV
**Relative energy (zero: lowest compared OMol25 entry of this formula, charge and spin)**: 83.75 kcal per mole

Geometry as XYZ:
```
4
Properties=species:S:1:pos:R:3:forces:R:3
C 0.815 -1.142 -1.021 -0.4807 1.0706 3.6081
O 1.490 -1.913 -0.459 -0.3601 0.3470 -0.6392
Cl 0.475 -0.892 -2.619 -0.2692 0.1644 -1.4477
H -0.175 0.240 0.183 1.1099 -1.5820 -1.5212
```
Forces are in eV/Å.



Entry 4:
# C26H66F6LiN7O10S2

A molecular structure, C26H66F6LiN7O10S2 in a non-equilibrium geometry (wB97M-V/def2-TZVPD, the Open Molecules 2025 dataset).

Output
**Frontier orbital gap (spin up / spin down)**: 1.95 / 7.67 eV
**Spin multiplicity**: 2
**HOMO energy (spin up / spin down)**: -0.2 / -5.9 eV
**Total charge**: -1
**Expectation value of S²**: 0.7551
**LUMO (spin up / spin down)**: 1.70 / 1.75 eV
**Relative energy (zero: lowest compared OMol25 entry of this formula, charge and spin)**: 16.86 kcal per mole

Geometry as XYZ:
```
118
Properties=species:S:1:pos:R:3:forces:R:3
Li 1.223 -0.812 2.027 0.0464 0.0830 0.2199
C 1.147 -3.423 -0.765 -0.4894 0.7263 -3.9079
F 1.374 -3.970 -2.050 -0.6398 -0.3939 1.2946
F 0.050 -3.939 -0.218 1.2919 -0.9944 0.1177
F 2.265 -3.681 -0.119 0.5873 -0.9663 1.5083
S 0.865 -1.476 -0.985 3.2754 -1.7410 -0.8624
O 2.239 -0.996 -1.103 0.6723 0.4952 0.4748
O 0.104 -1.297 -2.172 -1.1495 0.3285 -1.5076
N 0.112 -0.936 0.550 -2.8377 0.8904 0.9382
S -1.430 -1.045 0.176 -0.3260 -1.2919 2.2025
O -1.870 0.017 -0.667 -0.7905 1.4480 -0.1471
O -1.913 -2.368 -0.230 0.2924 1.2669 0.8821
C -2.255 -0.807 1.971 -1.9650 -1.9178 -3.5318
F -2.170 -1.938 2.670 0.5249 -0.4188 0.6542
F -1.712 0.161 2.584 1.2899 2.1277 1.8422
F -3.607 -0.554 1.896 0.3116 0.1996 -0.0647
C 2.112 2.558 -1.136 -0.7605 0.7637 -0.1970
C 0.943 3.259 -0.420 1.0997 0.4597 0.2566
C -0.071 4.105 -1.224 0.1760 -1.4241 -1.4295
O -1.390 3.991 -0.693 -0.0839 1.1519 0.1964
C -2.379 4.682 -1.475 0.6915 0.6098 1.7722
N 0.275 2.365 0.456 -0.1637 -0.2952 0.7732
H 1.727 1.697 -1.681 0.3398 -0.1921 0.0332
H 2.855 2.298 -0.382 -0.2192 -0.4519 -0.0102
H 2.637 3.230 -1.815 -0.1414 0.1158 -0.2894
H 1.423 3.978 0.244 0.1661 0.3786 0.1470
H -0.222 3.710 -2.228 0.7181 0.0631 -0.5284
H 0.423 5.076 -1.259 -0.9019 0.7111 -0.1311
H -3.217 4.890 -0.809 -0.4522 -1.0152 -0.0824
H -2.647 4.151 -2.389 0.0771 0.2184 -0.0198
H -2.068 5.723 -1.558 0.4836 0.0692 -1.1291
H -0.003 1.516 -0.016 -0.2972 -0.2216 -0.0990
H -0.550 2.923 0.622 -0.6966 -0.9696 0.8310
C -8.413 1.732 -3.849 0.6437 0.8155 -0.7348
C -7.834 2.450 -2.643 -0.4937 -3.1356 1.5042
C -6.333 2.054 -2.296 -1.7455 1.9861 -0.6443
O -5.995 0.743 -2.416 0.2889 -1.2919 -0.6331
C -4.558 0.612 -2.389 -0.9157 -1.8353 0.3362
N -8.081 3.863 -2.557 0.6479 1.1782 0.0430
H -8.072 2.268 -4.735 -0.2192 0.0232 -0.3905
H -9.502 1.731 -3.814 -0.0167 0.0763 -0.0844
H -8.061 0.707 -3.970 0.0568 0.0546 0.4188
H -8.411 2.006 -1.832 0.0013 -0.4786 0.4774
H -6.197 2.297 -1.242 0.4393 1.0219 0.0349
H -5.768 2.615 -3.040 0.5915 0.6988 0.4352
H -4.080 1.262 -3.121 0.0959 0.0598 0.2200
H -4.414 -0.444 -2.618 0.3059 0.1041 -0.5389
H -4.160 0.628 -1.374 0.0873 0.9355 0.0218
H -9.036 4.145 -2.726 -0.2606 -0.5025 -0.6739
H -8.018 4.090 -1.575 0.5430 0.2856 0.2350
C 6.027 4.592 -5.591 0.0633 -0.6119 1.5738
C 5.535 3.140 -5.872 -1.0137 1.5858 0.8675
C 4.467 2.485 -4.798 2.2987 0.1210 -1.9281
O 4.653 1.073 -4.938 2.8418 2.2919 -0.8769
C 3.769 0.262 -4.302 -2.6300 0.6382 -0.1819
N 4.840 3.311 -7.099 -1.7062 -1.1286 -2.1467
H 6.716 4.919 -6.369 0.2443 -0.2311 0.1590
H 6.455 4.670 -4.591 0.5140 0.2282 0.0189
H 5.218 5.323 -5.611 -0.3601 -0.2268 -0.0063
H 6.397 2.501 -6.062 -0.2090 -0.3009 0.4840
H 3.476 2.833 -5.088 -0.3149 -0.3254 -0.2580
H 4.636 2.914 -3.810 0.3172 -0.5166 0.4433
H 2.834 0.614 -4.738 -1.0915 -0.4602 0.5270
H 3.725 0.486 -3.237 0.0801 -0.8707 0.2876
H 3.839 -0.763 -4.666 0.5734 -0.0274 0.6731
H 5.366 3.586 -7.916 0.4640 -0.1642 0.2461
H 4.093 3.987 -7.028 -0.0989 -0.0429 0.1980
C 8.577 -2.342 -1.877 -0.0281 -0.9580 -0.3635
C 8.121 -1.070 -1.216 -0.3291 -1.4844 -0.1427
C 7.502 -1.415 0.230 -0.1103 -0.3051 -1.6923
O 6.543 -2.553 0.194 1.7184 1.5225 -0.2090
C 5.455 -2.326 -0.675 -1.3648 0.3970 0.0199
N 9.271 -0.192 -1.212 0.5049 1.2758 1.7799
H 9.429 -2.833 -1.406 0.1546 0.4114 0.4331
H 8.910 -2.104 -2.887 -0.2072 -0.2063 -0.2124
H 7.808 -3.115 -1.869 -0.1718 0.1691 -0.3920
H 7.440 -0.576 -1.909 -1.0687 -0.4178 0.4790
H 7.097 -0.484 0.629 -0.7651 -0.0549 0.0868
H 8.299 -1.684 0.923 0.0520 -0.3950 -0.2429
H 5.679 -2.045 -1.705 0.5167 0.2609 0.0998
H 4.769 -1.598 -0.241 0.0855 0.5184 -0.1484
H 4.789 -3.180 -0.798 0.5641 -0.6059 0.4474
H 9.380 0.313 -2.080 -0.0470 -0.5631 -0.6594
H 8.959 0.584 -0.646 0.3889 0.4647 0.7089
C -8.459 -1.921 5.828 -1.4262 -0.5433 -0.3573
C -7.442 -2.927 6.309 0.1443 1.5647 1.8935
C -6.150 -2.822 5.510 -0.2266 -1.6647 0.6700
O -6.396 -3.193 4.171 -0.5527 2.2714 0.5338
C -5.305 -2.804 3.368 1.3989 -1.8803 -0.5990
N -7.237 -2.655 7.788 -0.0531 -1.1029 -1.2180
H -8.469 -1.992 4.741 -0.1540 0.7022 -0.0274
H -8.475 -0.921 6.262 1.3452 0.2923 -0.3942
H -9.463 -2.154 6.185 -0.1725 -0.8734 -0.1558
H -7.835 -3.944 6.295 -0.0475 0.0440 -0.4277
H -5.434 -3.562 5.869 0.1939 -0.3456 0.5715
H -5.628 -1.889 5.723 -0.3750 0.6661 -0.7051
H -4.809 -3.768 3.256 0.4547 -0.0862 -1.0472
H -4.487 -2.248 3.825 -0.6490 0.7106 0.4421
H -5.548 -2.375 2.396 -0.3541 -0.0321 0.2640
H -6.657 -1.843 7.941 0.1653 0.1738 -0.1393
H -6.714 -3.469 8.077 0.2867 0.0794 0.6985
C 2.407 -4.375 3.932 -1.1705 -0.4932 2.1677
C 1.674 -3.130 3.500 0.8960 1.1463 0.7396
C 1.527 -2.140 4.692 -1.5872 -2.5495 1.0391
O 0.705 -1.059 4.419 -1.0222 2.4655 -0.2758
C 0.263 -0.215 5.562 0.7691 -1.4370 0.0817
N 2.496 -2.456 2.569 -0.8983 1.7772 -1.8782
H 2.613 -5.178 3.224 0.0815 0.5886 -0.3493
H 1.784 -4.814 4.711 -0.1245 -0.5681 0.1379
H 3.274 -4.056 4.510 0.5150 -0.1619 -0.4400
H 0.708 -3.318 3.032 -0.1789 -0.0577 0.2107
H 2.471 -1.888 5.176 0.3333 0.1374 -0.2425
H 0.956 -2.791 5.353 0.1442 0.0487 1.0356
H 0.882 0.669 5.716 0.2081 -0.1040 -0.4174
H 0.321 -0.819 6.468 0.3379 -0.1909 0.0927
H -0.783 0.094 5.575 -0.0053 -0.1849 -1.1637
H 2.410 -2.980 1.709 1.3838 0.3126 -0.3856
H 3.393 -2.212 2.963 0.2946 -0.5011 -0.6606
```
Forces are in eV/Å.



Entry 5:
# C53H44N4NaO3P2S2

A molecular structure, C53H44N4NaO3P2S2 in a non-equilibrium geometry (wB97M-V/def2-TZVPD, the Open Molecules 2025 dataset).

Output
**Frontier orbital gap**: 6.72 eV
**HOMO energy**: -9.7 eV
**Total charge**: +1
**LUMO**: -3.01 eV

Geometry as XYZ:
```
109
Properties=species:S:1:pos:R:3:forces:R:3
Na 0.751 -0.152 -0.567 -0.0093 0.1639 0.0404
O 0.714 -3.152 1.656 -0.1257 0.1344 -0.2181
S -0.187 -2.167 0.986 -0.0419 -0.6225 0.5544
C -1.571 -3.107 0.340 -0.0471 0.0860 -0.2000
C -1.802 -4.357 0.901 0.0393 0.0640 0.0712
C -2.767 -5.179 0.347 -0.0657 -0.0168 -0.0398
C -3.466 -4.764 -0.782 -0.0081 -0.0445 0.0142
C -3.208 -3.528 -1.350 0.0261 0.0121 0.0253
C -2.260 -2.668 -0.796 0.0209 0.1080 0.2083
P -1.917 -1.003 -1.532 -0.3773 -0.4143 -0.2933
C -1.593 -1.518 -3.278 0.0914 -0.0112 0.0480
C -2.552 -1.620 -4.286 0.0798 0.0036 -0.0340
C -2.189 -2.032 -5.564 -0.0106 0.0197 0.0675
C -0.870 -2.356 -5.852 -0.0459 0.0132 -0.0243
C 0.089 -2.277 -4.853 0.0185 -0.0172 0.0616
C -0.273 -1.857 -3.581 -0.0980 0.0164 -0.0131
C -3.599 -0.282 -1.659 0.1247 0.0896 -0.0896
C -3.761 0.800 -2.528 0.0441 -0.0696 -0.0459
C -4.988 1.438 -2.649 0.0044 0.0079 -0.0460
C -6.072 1.005 -1.892 0.0368 -0.0662 0.0879
C -5.909 -0.046 -1.002 0.0193 0.0070 -0.0069
C -4.676 -0.680 -0.878 -0.0757 -0.0187 -0.0571
C -0.938 -1.217 2.317 0.0425 0.2542 -0.0810
C -2.156 -1.543 2.898 0.0802 -0.0611 -0.0548
C -2.603 -0.807 3.983 -0.0075 0.0235 0.0418
C -1.844 0.248 4.471 -0.0088 0.0133 0.0369
C -0.630 0.572 3.885 -0.0388 -0.0346 -0.0095
C -0.155 -0.155 2.799 -0.0444 -0.1449 -0.1661
P 1.500 0.109 2.027 0.2047 0.6163 0.7723
C 1.467 1.865 1.455 -0.0051 -0.0860 0.0117
C 0.295 2.547 1.137 0.0126 0.0091 0.0755
C 0.348 3.847 0.634 -0.0247 -0.0719 -0.0345
C 1.570 4.464 0.426 0.0643 -0.0216 0.0199
C 2.748 3.780 0.720 -0.0852 -0.0619 -0.0130
C 2.699 2.490 1.227 -0.0839 0.0783 -0.0675
C 2.615 0.254 3.471 0.1444 -0.2619 -0.1582
C 2.749 1.404 4.249 0.0345 -0.0355 0.0686
C 3.676 1.440 5.281 -0.0081 -0.0228 0.0087
C 4.472 0.330 5.548 -0.0232 0.0408 -0.0032
C 4.339 -0.820 4.785 -0.0237 -0.0506 -0.0239
C 3.418 -0.853 3.745 -0.0373 -0.0086 0.0072
H -1.207 -4.670 1.752 -0.0130 0.0052 -0.0574
H -2.966 -6.148 0.787 0.0117 0.0195 -0.0325
H -4.209 -5.413 -1.227 0.0282 0.0140 0.0124
H -3.750 -3.227 -2.239 0.0062 0.0204 0.0106
H -3.586 -1.375 -4.086 -0.0213 0.0240 0.0260
H -2.946 -2.105 -6.336 0.0307 0.0051 0.0287
H -0.592 -2.675 -6.849 -0.0234 0.0043 0.0530
H 1.118 -2.546 -5.064 -0.0316 0.0175 0.0186
H 0.484 -1.806 -2.804 0.0498 -0.0207 0.0098
H -2.921 1.129 -3.133 -0.0476 0.0043 -0.0090
H -5.107 2.269 -3.337 0.0194 -0.0857 -0.0138
H -7.035 1.488 -1.997 0.0086 0.0084 0.0226
H -6.744 -0.372 -0.391 0.0801 0.0184 -0.0414
H -4.559 -1.473 -0.151 -0.0246 -0.0145 -0.0638
H -2.744 -2.373 2.524 0.0235 0.0586 -0.0157
H -3.548 -1.059 4.447 0.0327 0.0254 -0.0191
H -2.202 0.820 5.320 0.0244 -0.0298 -0.0350
H -0.042 1.390 4.284 0.0074 -0.0084 -0.0069
H -0.666 2.075 1.311 -0.0676 0.0163 -0.0004
H -0.575 4.378 0.415 0.0440 -0.0601 0.0118
H 1.615 5.478 0.046 -0.0113 -0.0534 0.0072
H 3.705 4.260 0.559 -0.0018 -0.0158 0.0217
H 3.620 1.973 1.475 0.0065 0.0103 -0.0362
H 2.149 2.281 4.043 0.0116 0.0202 -0.0371
H 3.787 2.339 5.876 -0.0274 -0.0416 -0.0294
H 5.200 0.366 6.349 -0.0425 0.0040 -0.0270
H 4.955 -1.688 4.988 -0.0332 0.0505 -0.0346
H 3.319 -1.744 3.134 0.0212 0.0116 0.0334
O 8.141 -3.672 1.217 0.0400 0.0453 0.0403
C 6.862 -3.585 1.635 -0.0189 0.0167 -0.0995
O 6.537 -4.064 2.681 -0.0583 -0.0333 0.0584
C 5.891 -2.869 0.738 0.0249 0.0363 0.0701
C 4.541 -3.181 0.880 0.0158 -0.0648 0.0160
C 3.583 -2.488 0.167 -0.1433 -0.0089 -0.0225
C 3.964 -1.475 -0.709 -0.0141 0.0735 -0.0933
C 5.312 -1.171 -0.869 0.0527 0.1463 -0.0434
C 6.269 -1.863 -0.142 0.0370 0.0062 -0.0589
N 2.948 -0.715 -1.348 -0.0494 -0.1447 -0.0368
C 3.082 -0.323 -2.546 -0.0581 0.0344 0.0087
C 2.064 0.541 -3.202 -0.0280 0.0599 0.1168
C 2.160 0.794 -4.559 0.0904 -0.0129 -0.1479
C 1.194 1.584 -5.167 -0.0008 -0.0251 -0.0241
C 0.178 2.108 -4.390 0.0141 0.0405 -0.0601
C 0.163 1.809 -3.034 0.0593 -0.0480 0.1801
N 1.074 1.040 -2.445 0.0956 0.1571 -0.5009
H 8.249 -3.299 0.336 -0.0324 -0.0248 -0.0683
H 4.257 -3.960 1.576 -0.0128 0.0578 -0.0314
H 2.535 -2.726 0.308 0.0551 0.0153 0.0435
H 5.611 -0.356 -1.519 -0.0039 -0.0257 0.0770
H 7.308 -1.566 -0.240 -0.0416 -0.0031 0.0026
H 3.935 -0.615 -3.163 0.0580 0.0274 -0.0114
H 2.976 0.371 -5.133 -0.0514 0.0237 0.0317
H 1.236 1.782 -6.231 0.0145 0.0104 0.0370
H -0.585 2.745 -4.818 0.0097 -0.0456 0.0214
H -0.616 2.207 -2.386 0.0683 -0.0527 -0.0479
C -3.070 4.034 3.084 -0.0101 0.0773 -0.1005
N -3.373 4.099 1.664 0.0257 0.0367 0.0902
C -3.657 5.260 0.949 0.0714 -0.0571 0.3447
C -3.873 4.904 -0.326 0.0471 -0.2919 -0.2217
N -3.704 3.527 -0.379 -0.0552 0.1928 -0.0175
C -3.406 3.012 0.841 0.0285 0.2577 0.0260
S -3.137 1.398 1.227 -0.0686 0.2482 0.1258
H -3.728 4.707 3.630 -0.0122 -0.0024 -0.0273
H -2.032 4.311 3.271 0.0359 0.0074 -0.0226
H -3.228 3.012 3.412 -0.0215 -0.0643 0.0135
H -3.692 6.231 1.416 0.0250 -0.1198 0.0047
H -4.123 5.498 -1.189 0.0039 -0.0820 0.0785
H -3.863 2.927 -1.171 -0.0456 -0.0905 -0.0897
```
Forces are in eV/Å.